Record 1
DFT (wB97M-V/def2-TZVPD) results for 30 unconnected molecules or ions with the total composition C4H71BFN3O32P in a non-equilibrium geometry.

Geometry as XYZ:
```
113
Properties=species:S:1:pos:R:3:forces:R:3
C 1.7985 2.5435 -0.9342 0.236 -0.146 1.041
C 1.5389 1.3288 -0.3956 -0.086 0.754 -0.828
N 2.3559 0.6940 0.6879 -1.616 0.246 2.174
B 2.8368 -0.6882 0.0832 0.499 -0.706 -0.538
N 2.0744 -1.2796 -0.9323 -0.475 -0.658 1.363
O 3.9776 -1.2680 0.5698 -0.103 0.894 -0.175
C 1.5304 0.3223 1.9305 -0.726 0.235 1.256
C 0.5771 1.3722 2.3759 -0.685 0.050 0.089
F 0.8284 -0.8423 1.6451 0.233 -0.089 -0.521
P 3.7307 1.6969 1.2209 2.470 1.311 -2.155
N 4.7604 2.0355 0.1127 -0.845 -0.850 0.023
O 3.1388 3.0217 1.8224 -0.402 -0.697 0.838
O 4.4300 0.8731 2.3727 -1.101 0.101 0.727
H 2.0506 2.6543 -1.9854 -1.957 0.313 -0.448
H 1.8142 3.4051 -0.2731 1.799 -0.073 0.077
H 0.6569 0.7835 -0.7064 0.911 -1.154 -0.779
H 1.0757 -1.2323 -0.7305 -0.194 0.493 -1.004
H 2.2890 -2.2734 -0.9151 0.329 -0.148 -0.486
H 4.6617 -1.2065 -0.1083 0.375 -0.320 0.180
H 2.1677 0.0611 2.7744 0.559 -0.077 -0.366
H 1.0523 2.2147 2.8654 0.160 0.078 -0.117
H -0.0394 0.9165 3.1529 0.031 -0.082 0.114
H -0.1135 1.7166 1.6057 0.167 0.046 -0.232
H 4.5082 1.6655 -0.7965 0.411 0.319 -0.215
H 3.7716 3.7333 1.5818 -0.327 0.404 -0.323
H 5.3505 1.1770 2.3720 0.225 -0.303 0.017
O 2.7439 -4.4717 -1.9894 -0.395 0.099 0.374
H 2.4412 -4.0022 -2.7747 0.380 -0.030 -0.206
H 3.4097 -5.0753 -2.3347 -0.071 0.003 -0.214
O -2.0601 -1.6277 1.6500 0.180 -0.055 0.059
H -2.2224 -1.2418 2.5242 -0.270 0.249 -0.223
H -1.2377 -1.2176 1.3680 0.034 -0.016 -0.030
O -0.8222 -1.0243 -1.9401 0.079 -0.120 0.473
H -1.6903 -0.7186 -1.6367 -0.056 0.153 -0.270
H -0.9430 -1.9705 -2.0882 -0.097 -0.008 -0.180
O 4.9587 -5.1136 0.0461 0.027 0.008 -0.096
H 4.1701 -4.9509 -0.4820 -0.086 0.106 0.178
H 5.1370 -4.2730 0.4768 0.017 -0.013 0.055
O -2.1375 -3.6858 3.6849 0.051 0.081 0.013
H -1.9598 -3.1086 2.9279 -0.115 -0.253 -0.139
H -1.2688 -4.0212 3.9373 -0.087 0.033 0.081
O -1.1901 3.1449 4.1457 0.255 0.232 -0.514
H -1.1711 2.9723 5.0933 -0.242 -0.158 0.009
H -1.6308 3.9992 4.0959 -0.092 0.012 0.301
O 0.5303 -3.1130 4.5475 0.337 0.060 0.014
H 0.7104 -2.5404 3.7930 -0.091 0.041 -0.002
H 1.3957 -3.4586 4.7986 -0.063 -0.110 0.085
O 4.0313 -3.9920 -4.4666 -0.072 0.077 0.184
H 4.1576 -3.3622 -5.1839 -0.053 0.044 0.003
H 4.9101 -4.3604 -4.3270 0.039 -0.036 -0.205
O -3.6430 0.0535 3.2630 -0.091 0.041 0.193
H -4.3175 0.2716 3.9216 -0.004 0.138 0.023
H -4.0317 0.3316 2.4290 0.056 -0.119 -0.095
O -0.5706 -4.3713 -2.6544 0.142 0.189 -0.010
H -0.1384 -4.9968 -3.2478 0.019 0.047 -0.060
H 0.0797 -4.2358 -1.9548 -0.018 -0.293 0.102
O -2.8948 3.8012 6.2669 0.385 0.018 -0.247
H -3.7994 3.4884 6.3466 -0.037 -0.023 0.077
H -2.6913 4.1152 7.1523 -0.134 -0.039 0.100
O -3.2530 0.9041 -2.3681 0.187 -0.079 0.247
H -4.1753 1.0722 -2.5787 -0.016 0.045 -0.046
H -2.7888 1.6311 -2.8036 -0.141 0.035 -0.257
O 3.8389 5.3766 0.5119 -0.099 -0.005 -0.017
H 2.9297 5.5239 0.2305 -0.032 0.034 0.050
H 4.3252 6.1235 0.1439 0.108 -0.019 0.064
O 1.9682 2.2433 5.1063 0.199 0.004 -0.097
H 2.7870 1.9648 4.6831 0.056 -0.034 0.083
H 2.2226 3.0397 5.5837 -0.112 0.024 0.061
O -3.2454 3.0659 -4.6198 -0.013 0.255 0.130
H -2.6425 3.6639 -5.0812 -0.064 -0.231 -0.054
H -3.8945 2.8113 -5.2959 0.141 -0.293 0.163
O 2.2198 -1.3237 -4.7131 -0.003 -0.064 0.041
H 2.4132 -1.3867 -3.7712 0.001 0.091 0.026
H 1.4049 -1.8246 -4.8230 -0.049 0.055 -0.036
O -6.1093 0.3323 4.8221 0.024 -0.233 -0.057
H -7.0018 0.6125 5.0449 0.020 0.133 0.001
H -6.1817 -0.6230 4.7127 -0.019 -0.015 0.055
O 0.9378 -2.9696 7.7439 -0.019 0.045 -0.133
H 0.2734 -2.7308 8.3967 0.022 -0.025 0.061
H 0.5570 -2.6882 6.9046 -0.026 0.001 -0.007
O -4.8008 1.3958 -6.2484 0.108 0.251 -0.273
H -5.7126 1.3676 -6.5509 -0.071 -0.048 0.109
H -4.5635 0.4676 -6.1673 -0.066 -0.042 0.110
O 5.6202 -4.8741 -6.8380 -0.017 -0.025 0.045
H 4.7160 -4.9212 -7.1640 -0.006 -0.012 -0.037
H 5.8905 -5.7949 -6.7644 0.083 0.002 -0.038
O -1.9034 3.4123 1.0921 0.104 -0.002 0.027
H -1.8027 3.4574 2.0511 0.040 -0.200 0.018
H -2.6924 2.8794 0.9573 -0.037 0.023 -0.052
O -1.3889 -7.2765 -1.8905 0.028 0.011 -0.079
H -1.4756 -6.3820 -2.2366 -0.066 0.096 0.146
H -2.1912 -7.4188 -1.3803 -0.002 -0.047 0.017
O -4.4055 4.7106 8.3143 -0.287 0.162 0.098
H -4.4869 5.5782 7.9036 0.029 0.012 -0.008
H -5.2409 4.5901 8.7770 0.059 -0.058 0.118
O -1.2344 -0.6626 4.8638 0.136 -0.188 -0.212
H -2.1202 -0.7383 4.4884 -0.078 0.215 0.123
H -0.9772 -1.5787 5.0303 -0.037 -0.011 0.052
O 2.1485 2.5353 -4.1049 -0.122 0.063 -0.146
H 1.5302 1.8943 -4.4744 0.069 -0.123 0.058
H 2.4943 3.0066 -4.8695 0.111 -0.016 0.031
O -1.1079 3.9661 -6.4095 0.213 0.123 0.102
H -0.6684 3.3740 -7.0271 -0.131 -0.049 -0.073
H -0.4471 4.1433 -5.7320 0.030 0.068 -0.013
O -6.3453 -0.7698 -5.3596 -0.136 0.105 0.144
H -6.1381 -0.8464 -4.4238 0.029 0.041 0.019
H -7.1564 -1.2795 -5.4639 0.168 -0.275 -0.132
O 6.3627 5.6044 -1.5282 -0.215 0.170 0.063
H 6.5021 5.5385 -0.5788 0.153 -0.139 -0.015
H 5.5832 5.0649 -1.6958 0.068 -0.127 0.016
O -7.3239 -3.2687 -6.6838 -0.148 0.067 -0.101
H -7.6580 -2.7924 -7.4507 -0.047 -0.047 -0.031
H -6.6701 -3.8713 -7.0498 0.059 -0.026 0.087
```
Positions in Å, forces in eV/Å.

Properties
- HOMO-LUMO gap: 8.62 eV
- Energy: -3232.83427 hartree
- Net charge: +1
- Largest force on an atom: 3.5 eV/Å
- LUMO level: -3.1 eV

Atomic partial charges in e from the Mulliken method, atoms 1 to 4: C -1.01; C 0.09; N 0.00; B -0.03

***

Record 2
DFT (wB97M-V/def2-TZVPD) results for a molecular structure, C3H4N4S in a non-equilibrium geometry.

Geometry as XYZ:
```
12
Properties=species:S:1:pos:R:3:forces:R:3
C 1.5143 0.3050 0.1172 -0.080 -0.114 2.183
C -0.7552 -0.2680 -0.0319 4.938 -0.599 1.926
C -2.8263 -0.3578 -0.0910 0.941 -0.700 0.837
H 1.0133 1.2645 0.5533 1.131 -1.486 -1.411
H 0.5346 -1.7127 -0.0740 1.905 1.188 0.339
H -3.8686 -0.6373 0.1516 0.900 0.110 -0.768
H -2.9456 1.6207 0.1105 -1.126 2.437 0.158
N 0.6199 -0.7223 0.2613 -4.282 0.340 -2.034
N -1.7193 -1.0986 -0.0581 -3.184 -3.953 -0.416
N -2.3614 0.8806 -0.0679 -2.962 -0.042 -0.089
N -1.0778 0.9691 0.0072 1.271 2.462 -0.312
S 3.0900 0.0742 -0.1065 0.547 0.357 -0.415
```
Positions in Å, forces in eV/Å.

Properties
- HOMO-LUMO gap: 8.91 eV
- Energy: -733.87456 hartree
- Net charge: 0
- ΔE to the lowest compared entry with this formula, charge and spin: 85.9 kJ/mol
- Largest force on an atom: 5.3 eV/Å
- LUMO level: 0.5 eV

Atomic partial charges in e from the natural (NBO) method, atoms 1 to 4: C -0.12; C 0.44; C 0.16; H 0.23

***

Record 3
DFT (wB97M-V/def2-TZVPD) results for a molecular structure, C26H31MnN2O6PS2Se2Si.

Geometry as XYZ:
```
72
Properties=species:S:1:pos:R:3:forces:R:3
Mn 0.5223 1.4894 1.3870 -0.023 -0.010 -0.037
Se 0.2330 3.6419 2.3325 -0.014 0.036 0.049
P -1.0104 -0.4944 2.3207 0.030 0.027 0.014
Se -0.7515 -2.6293 1.8780 -0.004 -0.016 -0.002
C -2.7767 -0.0797 1.9844 -0.006 0.007 0.004
C -3.8024 -0.9767 2.2751 -0.003 0.000 -0.007
C -5.1236 -0.6361 2.0366 0.007 -0.011 0.005
C -5.4340 0.6080 1.4963 -0.005 0.006 -0.002
C -4.4185 1.5057 1.2081 -0.005 0.001 0.000
C -3.0924 1.1676 1.4557 -0.008 -0.015 0.002
C -1.0711 -0.3344 4.1656 0.000 -0.001 -0.002
C -1.1152 -1.4339 5.0154 -0.004 -0.003 0.001
C -1.1932 -1.2580 6.3917 0.001 0.001 -0.004
C -1.2205 0.0212 6.9305 0.000 0.003 0.000
C -1.1622 1.1225 6.0856 0.001 -0.002 0.003
C -1.0861 0.9509 4.7106 0.003 0.002 0.000
H -3.5442 -1.9546 2.6683 -0.001 0.003 0.003
H -5.9135 -1.3452 2.2597 0.000 0.001 0.000
H -6.4669 0.8715 1.2965 0.000 -0.001 0.000
H -4.6472 2.4744 0.7811 0.003 0.002 0.001
H -2.3082 1.8894 1.2474 0.006 0.002 -0.002
H -1.0835 -2.4268 4.5807 0.003 -0.002 0.003
H -1.2289 -2.1240 7.0442 0.001 -0.002 -0.002
H -1.2762 0.1591 8.0052 0.002 0.001 0.000
H -1.1602 2.1273 6.4920 0.000 0.001 0.001
H -0.9999 1.8218 4.0623 -0.001 0.002 -0.004
O 1.8268 -0.7030 -1.5592 -0.004 -0.015 -0.009
S 1.6883 0.7269 -1.7215 -0.014 0.029 -0.025
O 2.9434 1.4390 -1.8778 -0.005 0.004 0.003
O 0.7700 1.3697 -0.7799 0.001 -0.034 0.035
C 0.8609 0.9170 -3.3200 -0.020 -0.026 0.020
C 1.6864 1.2936 -4.3734 0.008 0.008 -0.013
C 1.2062 1.4007 -5.6685 0.003 -0.006 0.014
C -0.1224 1.1181 -5.9352 -0.006 -0.002 0.001
C -0.9594 0.7390 -4.8988 0.012 0.005 -0.015
C -0.4848 0.6441 -3.5934 0.023 0.008 0.011
S -1.7755 0.2832 -2.3988 0.000 0.000 -0.005
O -2.7983 -0.4086 -3.1441 0.007 0.013 0.009
O -1.1489 -0.6948 -1.3739 -0.004 0.008 -0.012
O -2.1158 1.4766 -1.7045 0.002 0.003 -0.018
H 2.7196 1.5095 -4.1403 0.000 0.000 -0.002
H 1.8742 1.7041 -6.4658 0.000 -0.001 -0.002
H -0.5136 1.1922 -6.9424 0.000 -0.002 0.000
H -1.9982 0.5100 -5.0872 -0.002 -0.002 0.002
C -1.5658 -4.8923 -1.3103 -0.008 -0.003 -0.005
Si -2.2652 -3.2654 -1.9402 0.013 -0.002 -0.007
C -2.7720 -3.5405 -3.7329 -0.007 -0.011 0.007
C -3.7057 -2.7302 -0.8935 0.004 0.003 0.002
C -0.8091 -2.0490 -1.8166 0.002 -0.001 0.013
H -2.2991 -5.6992 -1.3952 0.000 -0.002 -0.001
H -1.2848 -4.7832 -0.2607 0.001 0.001 0.001
H -0.6754 -5.1850 -1.8740 0.001 -0.004 0.001
H -3.5116 -4.3443 -3.7979 0.001 -0.001 -0.005
H -1.9100 -3.8313 -4.3401 0.002 -0.001 0.000
H -3.2010 -2.6333 -4.1573 0.001 0.003 0.001
H -4.5011 -3.4813 -0.9121 0.001 -0.003 -0.006
H -4.1154 -1.7782 -1.2339 -0.002 0.002 0.005
H -3.3660 -2.6094 0.1372 -0.002 0.004 0.001
H -0.2196 -1.9751 -2.7355 -0.007 -0.001 -0.005
H -0.1333 -2.3821 -1.0307 0.002 0.003 0.001
C 3.7817 2.5591 1.1238 -0.014 -0.004 -0.002
C 3.6089 1.0981 1.3265 0.005 -0.016 0.014
N 2.4809 0.4751 1.5940 0.013 0.004 -0.035
C 2.7586 -0.8755 1.6502 -0.017 0.018 0.004
C 4.0806 -1.0680 1.4246 0.013 -0.015 -0.001
N 4.6109 0.1940 1.2275 0.000 0.011 -0.003
H 2.9358 3.0887 1.5768 0.007 0.001 0.001
H 3.7863 2.7780 0.0544 -0.002 -0.002 -0.002
H 4.7144 2.9064 1.5748 0.004 0.000 -0.003
H 1.9767 -1.5999 1.8230 0.001 -0.003 -0.002
H 4.6780 -1.9599 1.3695 0.002 -0.001 -0.001
H 5.5491 0.4148 0.9511 0.003 -0.002 0.008
```
Positions in Å, forces in eV/Å.

Properties
- HOMO-LUMO gap (spin up / spin down): 4.49 / 4.76 eV
- Energy: -8951.60094 hartree
- Net charge: -2
- ΔE to the lowest compared entry with this formula, charge and spin: 0.0 kJ/mol
- Multiplicity: 6
- Largest force on an atom: 0.1 eV/Å
- LUMO level (spin up / spin down): 4.2 / 4.2 eV

Atomic partial charges in e from the Mulliken method, atoms 1 to 4: Mn 0.62; Se -1.23; P 0.23; Se -0.76

***

Record 4
DFT (wB97M-V/def2-TZVPD) results for 2 unconnected molecules or ions with the total composition C4H14N3 in a non-equilibrium geometry.

Geometry as XYZ:
```
21
Properties=species:S:1:pos:R:3:forces:R:3
C 1.2407 0.3043 -2.4474 0.340 -0.513 -0.067
C 0.5502 -1.5016 3.0537 0.369 2.858 -0.314
C 0.0834 1.2097 -2.0794 2.448 1.438 -1.037
C -0.2300 1.3281 -0.6704 -0.408 -1.292 -1.276
N -1.6419 0.5903 1.0082 -0.521 3.222 -0.517
N -0.6861 -0.9690 -0.4282 0.300 1.174 -1.306
N -0.7698 0.3589 -0.0569 -1.586 -1.413 3.281
H 0.9563 -0.7504 -2.4074 0.334 0.074 0.310
H 1.3937 0.4708 -3.4931 0.496 0.090 -0.659
H 2.1755 0.5368 -1.9075 -0.482 -0.267 -0.195
H 1.0351 -2.1740 3.7742 -0.250 0.048 -0.632
H 0.6747 -0.4260 3.4705 -0.651 -1.724 -0.102
H -0.5465 -1.7084 2.8918 1.314 0.018 0.128
H -0.7805 0.8541 -2.5692 -1.238 -0.354 -0.676
H 0.3670 2.2104 -2.5201 -0.688 -0.841 0.805
H 1.1430 -1.3009 2.1019 -0.800 -1.206 0.914
H -0.2962 2.2419 -0.2192 -0.170 2.189 1.305
H -1.8702 -0.0296 1.7536 0.870 -1.010 0.119
H -1.8842 1.6142 1.2264 0.767 -2.315 -0.904
H 0.2640 -1.2365 -0.6100 0.277 -0.006 0.029
H -1.1781 -1.6231 0.1282 -0.721 -0.169 0.794
```
Positions in Å, forces in eV/Å.

Properties
- HOMO-LUMO gap: 10.13 eV
- Energy: -324.70551 hartree
- Net charge: +1
- ΔE to the lowest compared entry with this formula, charge and spin: 418.3 kJ/mol
- Largest force on an atom: 3.9 eV/Å
- LUMO level: -4.1 eV

Atomic partial charges in e from the natural (NBO) method, atoms 1 to 4: C -0.61; C -0.87; C -0.48; C 0.15

***

Record 5
DFT (wB97M-V/def2-TZVPD) results for 19 unconnected molecules or ions with the total composition C2H40O20 in a non-equilibrium geometry.

Geometry as XYZ:
```
62
Properties=species:S:1:pos:R:3:forces:R:3
O -0.2753 1.6958 -0.5272 0.792 -0.987 0.986
C 0.2897 0.5088 0.0708 -0.825 0.980 -1.943
C -0.8133 -0.5602 0.1078 2.773 -1.278 2.809
O -0.2773 -1.8292 0.4098 0.039 0.906 1.417
H 0.7567 0.7248 1.0448 -0.344 -0.266 0.076
H 1.1207 0.2058 -0.5882 -0.208 -0.309 0.241
H -1.3013 -0.7292 -0.7792 -1.249 1.047 -2.389
H -1.4803 -0.3652 0.9398 -0.864 0.969 -0.080
O 0.9477 -1.2872 -3.6332 -1.204 -0.154 -1.544
H 0.6967 -0.4042 -3.3282 0.324 1.017 0.515
H 0.1957 -1.3702 -4.2652 0.884 -0.408 0.358
O 2.0467 3.0138 0.2058 -0.237 -0.129 -0.005
H 1.1987 2.6018 -0.1102 0.648 0.012 0.241
H 2.6707 2.2868 0.3288 -0.245 0.429 -0.389
O 0.1237 3.8778 -1.8132 -0.423 0.634 -0.765
H -0.1573 3.1788 -1.2022 0.375 -1.266 0.131
H 0.3557 4.5548 -1.1952 0.612 0.886 0.439
O 2.8267 -1.4182 -0.6892 0.809 -0.177 -0.192
H 1.8577 -1.4932 -0.5412 0.876 -0.939 -0.437
H 3.2047 -2.1662 -1.2212 -1.535 0.980 0.833
O -1.5243 -5.0092 0.7428 1.139 -2.572 -0.565
H -1.9913 -4.2302 0.9448 -1.099 2.116 0.421
H -1.7293 -5.5962 1.4738 -0.023 -0.048 0.059
O 4.1547 1.1378 0.9278 2.342 -0.557 -0.488
H 3.4727 1.1158 1.5378 -2.670 0.336 2.009
H 4.6557 0.3868 1.2778 0.244 -0.006 -0.585
O -2.4233 -2.7712 1.8558 -3.307 -0.481 1.068
H -3.1493 -2.1802 1.5768 0.417 -0.537 0.117
H -1.6633 -2.3202 1.5748 2.711 1.103 -1.288
O 0.1697 -1.3102 2.9898 0.320 1.191 -0.574
H -0.1553 -2.1582 3.2948 0.046 -0.274 -0.407
H 0.0957 -1.2642 1.9758 0.145 -1.160 0.982
O 0.1077 1.2708 -3.1172 -0.138 -0.818 -1.173
H -0.0613 1.3008 -2.1562 -0.045 0.634 0.738
H 0.9057 1.7608 -3.3162 0.113 0.286 0.411
O -2.5763 3.9108 -1.8142 -1.554 -0.102 0.045
H -1.6363 3.8298 -1.8172 1.673 -0.214 -0.243
H -2.6763 4.8198 -2.0462 -0.444 0.901 -0.237
O 0.4747 2.4078 3.1568 0.844 -0.336 0.502
H -0.4243 2.5518 2.8858 -1.131 0.495 -0.279
H 0.6087 1.5708 2.7048 0.448 -0.201 0.153
O -1.5613 2.8538 1.3148 -1.371 1.539 1.948
H -1.2423 3.7728 1.3608 0.070 -0.872 -0.376
H -1.0143 2.3178 0.7278 0.821 -0.016 -1.275
O -1.7643 -0.0472 4.3128 -0.742 0.348 0.515
H -1.0143 -0.2712 3.7388 0.218 -0.343 -0.125
H -2.5413 -0.4272 3.8888 0.243 0.030 -0.066
O 4.4197 1.0818 -1.6492 -0.437 0.418 -1.057
H 5.3457 0.8498 -1.6012 -0.135 -0.307 0.511
H 3.9017 0.7048 -0.9162 0.747 -0.177 -0.319
O 0.3807 -2.9682 -1.6522 0.299 -0.558 -3.013
H 0.3107 -2.2462 -2.3242 0.499 -1.013 0.557
H 0.1417 -2.5442 -0.8372 -0.636 0.438 1.701
O -2.9323 1.2748 -1.0062 0.277 0.184 0.065
H -2.7033 2.1798 -1.2762 -0.785 -0.287 -0.049
H -2.1053 1.0948 -0.5252 -0.437 -0.078 -0.269
O 1.0667 -3.7882 1.3298 1.866 -1.203 1.195
H 0.3717 -4.4162 1.2188 -0.870 -0.735 -0.410
H 0.6567 -2.9692 1.1048 -0.461 1.321 -0.532
O -3.0883 -2.2992 -1.4992 -3.602 -1.474 -1.997
H -2.9253 -2.4072 -2.4492 0.165 0.119 0.657
H -2.3233 -1.9942 -1.1272 3.244 0.961 1.372
```
Positions in Å, forces in eV/Å.

Properties
- HOMO-LUMO gap: 7.86 eV
- Energy: -1604.99522 hartree
- Net charge: -2
- ΔE to the lowest compared entry with this formula, charge and spin: 188.2 kJ/mol
- Largest force on an atom: 4.4 eV/Å
- LUMO level: 4.7 eV

Atomic partial charges in e from the natural (NBO) method, atoms 1 to 4: O -1.02; C -0.10; C -0.11; O -1.01